A 6-piece molecular cluster, C2H17N3O5 overall in a non-equilibrium geometry. Source: the OMol25 dataset; level of theory: wB97M-V/def2-TZVPD.

Positions of all 27 atoms, in Å:
H1 -1.0732 -0.1278 -3.6184
N1 -0.9476 0.6084 -2.9433
C1 -0.2720 0.3880 -1.8620
N2 0.8028 -0.5841 -1.9330
N3 -0.3125 1.1715 -0.7221
C2 -1.4335 2.1185 -0.2077
H2 1.3170 -0.9655 -1.1669
H3 1.2652 -0.4347 -2.7643
H4 0.6215 1.5389 -0.4579
H5 -0.9662 3.1866 -0.2246
H6 -2.4666 2.0596 -0.5291
H7 -1.4547 1.7095 0.9067
O1 -1.3260 -1.3188 0.7377
H8 -0.7182 -0.4876 0.6334
H9 -1.1573 -1.8215 -0.0108
O2 2.1970 1.5528 0.1841
H10 1.8671 1.3740 1.1237
H11 2.9668 1.9579 0.0254
O3 -0.3539 -1.1367 3.2136
H12 -1.0397 -0.6759 3.5625
H13 -0.6763 -1.4064 2.4043
O4 -0.7345 -3.1672 -1.0794
H14 -1.3666 -3.1755 -1.8245
H15 -0.0496 -2.5220 -1.5938
O5 1.8249 0.4369 2.8341
H16 2.4655 -0.2152 2.4496
H17 1.0206 -0.0637 2.8628

Force components x, y, z for each atom (eV/Å):
H 0.700 -0.402 0.064
N -0.807 0.618 2.026
C 0.509 0.399 -1.836
N -2.628 0.064 1.503
N -1.012 0.403 -0.110
C 3.019 -0.685 2.476
H 0.299 0.606 0.556
H 1.438 -0.082 -1.792
H -0.697 -0.538 -0.200
H -1.295 -1.866 0.002
H 0.385 -0.247 -0.925
H -0.259 1.523 -1.941
O 1.056 4.276 2.636
H -1.746 -1.927 -0.139
H 0.460 -2.068 -2.392
O -5.486 -2.961 1.477
H 1.617 0.566 -1.021
H 4.438 2.414 0.082
O 4.174 -0.873 1.529
H -3.133 2.188 2.014
H -1.220 -1.468 -3.383
O 1.952 2.261 -3.044
H -0.181 -0.464 0.660
H -1.702 -1.855 1.874
O 2.232 0.090 -1.271
H -0.694 0.891 0.681
H -1.418 -0.863 0.473

SMILES: [H]/N=C(\N)NC.O.O.O.O.O
E_LUMO in eV: 0.389
Kohn-Sham gap in eV: 9.5

C47H36ClN4ORuSSbSe as an isolated structure. Source: the OMol25 dataset; level of theory: wB97M-V/def2-TZVPD.

Positions of all 93 atoms, in Å:
Ru1 -0.4131 -0.1443 1.2523
Cl1 -6.7504 2.4232 -1.2833
C1 -5.1121 2.0658 -0.8728
C2 -4.0799 2.8581 -1.3794
C3 -2.7747 2.5502 -1.0820
C4 -2.4288 1.4444 -0.2942
O1 -1.1315 1.1668 -0.1623
C5 -3.4827 0.7160 0.3170
C6 -3.3548 -0.2633 1.3685
N1 -2.2624 -0.6043 1.9629
C7 -2.2472 -1.5202 3.0510
C8 -3.3190 -1.8552 3.8350
C9 -3.1782 -2.8140 4.8602
C10 -1.9777 -3.4214 5.0924
C11 -0.8439 -3.0713 4.3208
C12 0.4336 -3.6486 4.5069
C13 1.4762 -3.2420 3.7242
C14 1.2595 -2.2362 2.7667
N2 0.0857 -1.6757 2.5648
C15 -0.9809 -2.0993 3.3152
C16 -4.8164 1.0341 -0.0206
H1 -4.3169 3.7104 -2.0015
H2 -1.9705 3.1632 -1.4602
H3 -4.2897 -0.7167 1.6913
H4 -4.2821 -1.3850 3.6922
H5 -4.0388 -3.0642 5.4643
H6 -1.8737 -4.1639 5.8719
H7 0.5694 -4.4052 5.2687
H8 2.4641 -3.6647 3.8327
H9 2.0780 -1.8779 2.1520
H10 -5.6229 0.4652 0.4238
S1 1.5378 0.0819 0.0434
Sb1 0.3498 0.3539 -2.1620
C17 -1.3849 0.8475 -3.2373
C18 -1.4449 2.0224 -3.9817
C19 -2.5927 2.3082 -4.7066
C20 -3.6743 1.4394 -4.6604
C21 -3.6109 0.2760 -3.9065
C22 -2.4625 -0.0306 -3.1907
C23 1.9388 0.6929 -3.4898
C24 1.6640 1.0369 -4.8140
C25 2.7148 1.2071 -5.7023
C26 4.0243 1.0382 -5.2749
C27 4.2928 0.6909 -3.9597
C28 3.2499 0.5231 -3.0610
C29 0.1412 -1.7287 -1.8499
C30 0.9031 -2.6263 -2.5857
C31 0.8499 -3.9816 -2.2797
C32 0.0531 -4.4376 -1.2390
C33 -0.7048 -3.5430 -0.4954
C34 -0.6648 -2.1921 -0.8045
H11 -0.6108 2.7140 -4.0026
H12 -2.6453 3.2111 -5.3001
H13 -4.5723 1.6678 -5.2188
H14 -4.4547 -0.4004 -3.8802
H15 -2.4130 -0.9480 -2.6180
H16 0.6471 1.1504 -5.1616
H17 2.5079 1.4685 -6.7309
H18 4.8382 1.1746 -5.9739
H19 5.3128 0.5519 -3.6263
H20 3.4716 0.2495 -2.0449
H21 1.5409 -2.2803 -3.3905
H22 1.4341 -4.6846 -2.8583
H23 0.0178 -5.4939 -1.0095
H24 -1.3338 -3.8961 0.3120
H25 -1.3197 -1.5215 -0.2332
Se1 3.3080 1.1677 0.6871
C35 4.6769 0.0398 -0.0686
C36 5.9154 0.6484 -0.2282
C37 6.9754 -0.0944 -0.7308
C38 6.7899 -1.4214 -1.0887
C39 5.5440 -2.0143 -0.9326
C40 4.4810 -1.2891 -0.4149
H26 6.0559 1.6910 0.0311
H27 7.9430 0.3731 -0.8512
H28 7.6155 -1.9935 -1.4890
H29 5.3982 -3.0501 -1.2088
H30 3.5117 -1.7580 -0.2934
N3 1.1738 2.1988 4.3196
C41 1.1169 1.1765 3.4516
N4 0.0254 1.2034 2.7187
C42 -0.6959 2.3273 3.1392
C43 -1.9294 2.8381 2.7418
C44 -2.3826 3.9759 3.3730
C45 -1.6382 4.6045 4.3849
C46 -0.4208 4.1061 4.7942
C47 0.0287 2.9581 4.1509
H31 1.9174 2.3683 4.9764
H32 1.8948 0.4359 3.3717
H33 -2.5113 2.3662 1.9662
H34 -3.3353 4.3986 3.0856
H35 -2.0311 5.4957 4.8534
H36 0.1534 4.5820 5.5767

Force components x, y, z for each atom (eV/Å):
Ru -0.235 -0.484 -0.020
Cl -0.006 -0.007 -0.004
C -0.014 -0.046 0.046
C 0.036 -0.033 0.023
C -0.022 0.059 -0.063
C 0.143 0.008 0.073
O -0.085 -0.129 -0.023
C 0.007 -0.103 0.040
C 0.025 0.032 -0.117
N 0.159 0.125 0.065
C -0.048 -0.006 0.010
C 0.040 -0.016 0.004
C 0.022 0.003 -0.009
C 0.013 0.010 -0.012
C -0.003 -0.027 0.011
C -0.010 0.031 -0.012
C -0.033 0.014 -0.002
C 0.032 -0.041 0.008
N 0.071 0.112 0.014
C -0.028 0.026 0.016
C -0.047 0.069 -0.059
H 0.007 0.015 -0.010
H 0.033 0.036 -0.030
H 0.018 -0.018 0.015
H -0.011 0.015 -0.011
H -0.009 -0.002 0.004
H -0.004 -0.012 0.013
H 0.002 -0.014 0.005
H 0.015 -0.001 0.000
H -0.021 0.003 -0.002
H -0.019 -0.003 0.004
S 0.322 -0.245 0.011
Sb -0.054 -0.292 -0.029
C 0.090 0.293 0.014
C -0.061 -0.012 0.014
C 0.024 0.023 0.027
C -0.029 -0.003 -0.014
C 0.005 -0.050 0.017
C 0.013 0.049 -0.023
C -0.105 0.002 -0.048
C 0.023 -0.055 0.014
C -0.044 0.004 -0.009
C 0.027 0.001 -0.036
C -0.002 -0.009 0.059
C -0.032 0.055 -0.143
C -0.266 0.082 0.100
C -0.028 0.013 0.023
C -0.008 -0.030 0.012
C 0.008 -0.013 -0.023
C -0.019 0.030 0.009
C 0.252 0.128 0.010
H -0.020 0.014 0.004
H 0.007 0.006 0.000
H -0.004 0.004 -0.006
H -0.008 -0.003 -0.001
H -0.012 -0.010 0.010
H 0.001 -0.008 -0.038
H 0.000 0.001 -0.014
H 0.012 0.004 -0.007
H 0.007 -0.002 0.012
H -0.008 -0.010 0.023
H 0.000 -0.003 -0.011
H 0.006 0.003 -0.005
H 0.004 -0.007 -0.002
H 0.004 -0.004 0.012
H -0.104 0.145 -0.108
Se -0.041 0.332 0.058
C 0.014 0.005 0.105
C -0.033 -0.011 -0.025
C -0.007 0.027 0.006
C 0.001 -0.006 -0.008
C 0.009 -0.003 -0.011
C 0.024 -0.054 0.157
H 0.011 0.001 -0.017
H 0.014 0.000 0.000
H 0.005 -0.008 0.000
H 0.002 -0.010 -0.003
H 0.024 0.004 -0.015
N -0.040 0.004 -0.015
C 0.053 -0.091 -0.015
N -0.007 0.088 -0.093
C 0.005 -0.028 0.048
C -0.019 -0.028 -0.053
C 0.022 0.004 0.018
C 0.024 -0.013 0.003
C -0.021 0.021 -0.003
C -0.024 0.019 0.021
H -0.003 -0.016 -0.014
H -0.018 0.011 0.001
H -0.005 0.016 0.017
H -0.015 -0.001 -0.011
H -0.006 0.010 0.006
H 0.007 0.012 0.014

Charge: +2
E_LUMO in eV: -6.324
Relative energy (zero: lowest compared OMol25 entry of this formula, charge and spin) in kJ/mol: 101.1
Kohn-Sham gap in eV: 6.4

A 2-piece molecular cluster, C4H12N2 overall in a non-equilibrium geometry. Source: the OMol25 dataset; level of theory: wB97M-V/def2-TZVPD.

Positions of all 18 atoms, in Å:
H1 -2.8511 1.7979 3.7922
N1 -2.3142 1.0380 4.2033
C1 -1.4657 0.4583 3.4519
N2 -1.1012 -0.8657 3.8089
H2 -1.2893 0.9091 2.4661
H3 -0.9061 -0.9350 4.8005
H4 -1.8847 -1.4802 3.6347
C2 0.2296 -0.9891 -2.8207
C3 1.3963 0.0390 -2.8689
C4 1.6645 0.7465 -1.5265
H5 -0.7234 -0.7543 -2.3659
H6 0.0711 -1.2396 -3.8802
H7 0.5558 -1.8450 -2.2233
H8 2.3132 -0.4398 -3.2237
H9 1.1525 0.7072 -3.7229
H10 0.7572 0.7157 -0.9215
H11 1.8997 1.8168 -1.6323
H12 2.4958 0.3203 -0.9718

Force components x, y, z for each atom (eV/Å):
H 0.917 0.568 -0.095
N -0.184 -0.542 0.162
C -2.841 0.646 0.440
N 1.559 -0.132 -0.400
H 0.686 -0.796 0.039
H -0.080 0.210 0.019
H -0.055 0.045 -0.170
C 1.411 -0.466 -0.442
C -0.806 0.407 -0.247
C -0.297 0.705 -0.430
H -0.095 0.999 -0.017
H -0.248 -0.550 0.504
H 0.054 -0.311 -0.423
H -0.171 -0.325 0.164
H 0.120 0.227 0.846
H 0.108 -0.098 0.175
H 0.003 -0.306 -0.190
H -0.080 -0.282 0.063

SMILES: [H]/N=C/N.CCC
E_LUMO in eV: 0.904
Relative energy (zero: lowest compared OMol25 entry of this formula, charge and spin) in kJ/mol: 149.2
Kohn-Sham gap in eV: 10.6

Highest occupied orbital energy (eV)
-9.067 -12.702 -9.676